{
  "formula": "C44H55F33O22",
  "method": "wB97M-V/def2-TZVPD",
  "symbols": ["C", "C", "O", "C", "O", "C", "F", "F", "F", "H", "H", "H", "H", "H", "C", "C", "O", "C", "O", "C", "F", "F", "F", "H", "H", "H", "H", "H", "C", "C", "O", "C", "O", "C", "F", "F", "F", "H", "H", "H", "H", "H", "C", "C", "O", "C", "O", "C", "F", "F", "F", "H", "H", "H", "H", "H", "C", "C", "O", "C", "O", "C", "F", "F", "F", "H", "H", "H", "H", "H", "C", "C", "O", "C", "O", "C", "F", "F", "F", "H", "H", "H", "H", "H", "C", "C", "O", "C", "O", "C", "F", "F", "F", "H", "H", "H", "H", "H", "C", "C", "O", "C", "O", "C", "F", "F", "F", "H", "H", "H", "H", "H", "C", "C", "O", "C", "O", "C", "F", "F", "F", "H", "H", "H", "H", "H", "C", "C", "O", "C", "O", "C", "F", "F", "F", "H", "H", "H", "H", "H", "C", "C", "O", "C", "O", "C", "F", "F", "F", "H", "H", "H", "H", "H"],
  "xyz": [[-8.460548, -3.899763, 0.071016], [-7.633758, -2.636265, 0.114369], [-7.216559, -2.395559, 1.446209], [-6.573001, -1.294931, 1.749162], [-6.303070, -0.370009, 1.048183], [-6.199753, -1.249039, 3.269266], [-6.630086, -0.112547, 3.813971], [-6.729855, -2.277818, 3.921437], [-4.866920, -1.272194, 3.400944], [-8.890961, -3.999049, -0.925483], [-9.340096, -3.794209, 0.709796], [-7.886232, -4.763824, 0.398369], [-8.238652, -1.796107, -0.244224], [-6.808874, -2.664316, -0.596599], [-2.107266, -0.773107, 1.730591], [-1.397535, -0.221611, 0.497990], [-0.016967, 0.035143, 0.754912], [0.889242, -0.878846, 0.477716], [0.721751, -1.828670, -0.233400], [2.253968, -0.706306, 1.197838], [3.175551, -0.491879, 0.269032], [2.190162, 0.299399, 2.063015], [2.515748, -1.832676, 1.851195], [-3.145113, -0.980742, 1.459059], [-2.132917, -0.062150, 2.554924], [-1.682245, -1.748649, 1.972719], [-1.820507, 0.740146, 0.234302], [-1.523225, -1.035073, -0.215380], [3.405552, 6.418782, 3.140998], [1.989393, 6.532093, 3.705584], [1.503303, 5.304647, 4.257068], [1.124510, 4.343524, 3.446020], [1.128674, 4.370003, 2.253906], [0.787004, 3.039762, 4.216949], [0.706584, 3.179206, 5.532715], [-0.375623, 2.533874, 3.792508], [1.728816, 2.134505, 3.930715], [3.606453, 7.318601, 2.556860], [3.492687, 5.516718, 2.545307], [4.120385, 6.522115, 3.958925], [1.306811, 6.722674, 2.870326], [1.870404, 7.323759, 4.438371], [2.857073, 2.581512, -0.029979], [3.030826, 4.100452, -0.125369], [3.201127, 4.644352, -1.429712], [4.328942, 4.458675, -2.108199], [5.292480, 3.961609, -1.601872], [4.279551, 4.787843, -3.613685], [3.038339, 4.904086, -4.053887], [4.942105, 5.935697, -3.823178], [4.928777, 3.844058, -4.278601], [2.490598, 2.328451, 0.962155], [3.773449, 2.017193, -0.198450], [2.114046, 2.240745, -0.749200], [3.767977, 4.432023, 0.604186], [2.033009, 4.461698, 0.105633], [-3.646303, -4.559998, 1.449002], [-4.893065, -4.654522, 2.293543], [-5.611937, -5.877719, 1.979631], [-6.474851, -6.287313, 2.874521], [-6.920704, -5.633475, 3.772051], [-6.981685, -7.727444, 2.637614], [-6.622660, -8.530262, 3.638284], [-8.318734, -7.669333, 2.551445], [-6.518814, -8.275138, 1.500574], [-3.836109, -4.624716, 0.375802], [-2.965274, -5.376934, 1.687684], [-3.157394, -3.601116, 1.613526], [-5.640535, -3.871557, 2.177926], [-4.547428, -4.642537, 3.327935], [-3.241276, 0.604788, -4.573471], [-1.794376, 1.019867, -4.761950], [-1.535474, 2.162829, -3.925579], [-0.907656, 1.966102, -2.781394], [-0.632835, 0.891018, -2.338953], [-0.457624, 3.293223, -2.157998], [-0.654136, 3.370559, -0.836992], [0.877949, 3.344497, -2.315223], [-0.992172, 4.354602, -2.760904], [-3.879744, 1.422632, -4.909529], [-3.516701, 0.359777, -3.550431], [-3.374410, -0.249585, -5.240664], [-1.626763, 1.274251, -5.806394], [-1.101719, 0.217134, -4.509767], [6.243371, 0.034469, -1.052933], [6.961111, 0.792731, -2.199046], [7.532269, 1.955669, -1.636387], [8.175482, 2.810578, -2.442856], [8.331268, 2.613429, -3.606246], [8.743975, 4.077935, -1.769841], [8.953528, 3.845319, -0.454249], [9.920995, 4.370543, -2.314922], [7.915498, 5.100479, -1.923810], [6.977446, -0.087044, -0.254871], [5.962004, -0.943339, -1.432578], [5.457001, 0.683927, -0.672982], [6.287218, 1.105532, -2.996580], [7.702677, 0.064361, -2.534689], [-4.306582, 1.593795, -0.985059], [-4.169124, 3.067522, -1.294090], [-3.575038, 3.721848, -0.180574], [-3.381955, 5.055453, -0.317088], [-3.609380, 5.664737, -1.308110], [-2.638003, 5.675759, 0.906612], [-2.123758, 4.683566, 1.636201], [-1.634183, 6.430969, 0.513885], [-3.494281, 6.360025, 1.647520], [-4.930212, 1.088919, -1.718000], [-4.684692, 1.493831, 0.031698], [-3.318022, 1.132774, -1.010729], [-5.132872, 3.557658, -1.464593], [-3.550359, 3.268459, -2.175702], [-1.283094, -4.066526, -3.270720], [-1.459732, -2.570194, -2.985430], [-2.766238, -2.144751, -3.397325], [-3.802318, -2.190517, -2.612997], [-3.731928, -2.417358, -1.427872], [-5.141440, -1.846699, -3.285799], [-5.042034, -1.557984, -4.568605], [-5.967875, -2.881433, -3.172897], [-5.633547, -0.802865, -2.619893], [-1.652057, -4.319654, -4.263294], [-1.825911, -4.674393, -2.545706], [-0.231857, -4.337282, -3.202426], [-0.797592, -2.050390, -3.675351], [-1.220186, -2.269087, -1.969874], [6.038785, 2.971884, 1.643641], [7.075138, 2.090919, 2.317393], [6.469211, 0.859608, 2.665730], [7.260454, -0.150725, 3.012822], [8.444818, -0.068913, 3.082020], [6.510848, -1.438112, 3.331959], [5.231676, -1.360884, 2.975871], [7.055865, -2.475128, 2.711516], [6.594884, -1.690045, 4.637475], [5.944966, 2.790617, 0.571684], [6.315265, 4.024405, 1.700183], [5.075997, 2.759799, 2.109841], [7.492924, 2.579199, 3.204897], [7.987950, 1.947105, 1.731930], [0.149052, -4.664566, 1.224035], [0.238191, -5.127394, -0.228334], [1.539077, -5.695315, -0.366600], [1.792401, -6.349138, -1.482767], [0.987784, -6.570485, -2.346022], [3.235556, -6.986766, -1.546372], [3.581316, -7.160065, -2.817816], [4.119489, -6.187268, -0.938373], [3.193797, -8.166736, -0.910613], [-0.674908, -3.951348, 1.277744], [1.046172, -4.104241, 1.482233], [0.023164, -5.502049, 1.906060], [0.164382, -4.327909, -0.967542], [-0.596935, -5.784849, -0.481697]],
  "forces_ev_per_angstrom": [[-0.4, 0.4, 0.3], [-0.8, 0.4, -1.5], [0.2, -0.5, 0.6], [0.0, 0.5, 0.7], [0.1, 0.1, -0.5], [-0.3, -0.1, -0.5], [-0.1, 0.0, 0.0], [0.2, 0.1, 0.3], [0.1, -0.2, 0.0], [0.4, -0.3, -0.1], [0.2, 0.0, 0.3], [-0.1, -0.1, -0.3], [0.0, 0.1, 0.3], [0.5, -0.2, 0.4], [-0.1, 0.2, -0.2], [-0.8, -0.8, 0.6], [0.9, 0.4, 0.8], [-0.7, -0.4, -0.2], [0.1, -0.4, -0.2], [-1.6, 0.2, -0.4], [0.6, 0.1, 0.2], [0.6, 0.0, 0.1], [0.3, -0.1, 0.1], [0.0, 0.2, -0.1], [0.3, -0.2, 0.2], [0.2, 0.2, 0.5], [0.1, -0.1, -0.4], [0.2, 0.7, -0.7], [-0.4, 0.8, 1.0], [-0.4, 0.1, -1.9], [0.1, -0.3, 1.4], [0.5, 0.0, 0.3], [-0.3, -0.1, -0.4], [-0.4, -0.3, -0.3], [0.2, 0.2, 0.1], [-0.1, 0.2, -0.1], [0.3, 0.1, 0.2], [-0.2, -0.2, -0.4], [0.3, 0.0, 0.0], [0.2, -0.7, -0.1], [0.1, 0.4, 0.1], [0.0, -0.3, 0.3], [0.5, 0.0, -0.6], [-1.2, -0.9, 0.8], [0.2, 0.5, -1.8], [-0.5, -1.1, 1.7], [0.8, 0.0, -0.4], [0.4, 0.6, 0.7], [-0.1, 0.0, -0.3], [-0.2, 0.2, -0.1], [-0.2, -0.4, -0.3], [0.0, 0.2, 0.1], [0.1, 0.1, 0.0], [0.0, 0.0, 0.0], [0.1, 0.3, -0.3], [0.3, 0.5, 0.4], [-0.3, -0.2, -0.8], [-0.1, 0.3, 0.2], [1.2, -0.5, -0.3], [-0.6, 0.4, 0.3], [0.1, -0.2, 0.3], [0.0, 0.0, -0.7], [-0.2, 0.1, 0.1], [0.2, -0.3, 0.2], [-0.1, 0.2, 0.2], [-0.2, 0.1, 0.0], [0.1, 0.1, 0.2], [0.0, 0.0, 0.2], [0.4, 0.2, -0.1], [-0.5, -0.3, 0.2], [0.4, 0.2, -0.8], [-0.5, -0.7, 0.5], [0.4, 0.9, -0.4], [-0.5, -0.6, -0.8], [0.3, -0.1, 0.8], [0.8, 0.5, 0.3], [-0.6, -0.2, -0.3], [-0.1, 0.1, -0.4], [0.0, -0.2, 0.4], [-0.1, -0.1, 0.0], [0.3, 0.0, 0.0], [-0.3, 0.1, 0.3], [0.1, 0.5, 0.2], [0.0, 0.1, 0.2], [0.9, 1.4, -0.6], [-0.7, -1.3, 0.5], [1.0, 1.4, 0.9], [-0.6, -1.2, -0.2], [0.2, 0.3, -0.7], [0.1, -1.0, 0.7], [-0.2, 0.4, -0.3], [-0.1, 0.2, 0.0], [0.1, 0.2, 0.1], [0.0, -0.2, 0.0], [-0.5, 0.1, 0.2], [-0.4, -0.5, 0.0], [0.1, -0.3, -0.1], [0.3, 0.6, -0.6], [0.6, 0.5, 0.2], [-0.5, 0.3, -0.8], [0.5, 1.1, 1.1], [0.7, -1.4, -0.1], [-0.4, 0.8, -0.4], [-0.4, -1.7, -0.5], [0.1, 0.0, 0.5], [0.1, 0.7, -0.2], [-0.1, 0.5, 0.3], [-0.1, 0.2, 0.2], [-0.3, -0.3, -0.1], [-0.1, -0.1, -0.1], [0.0, -0.2, -0.1], [-0.1, -0.1, 0.0], [-0.4, 0.3, 0.6], [0.8, -0.8, -0.6], [-0.5, 0.2, -1.4], [1.2, -0.3, 1.7], [-0.7, -0.1, -0.3], [0.6, -0.3, 0.3], [-0.2, 0.1, -0.4], [-0.4, -0.2, 0.2], [-0.6, 0.1, -0.2], [0.1, 0.1, -0.1], [0.0, 0.0, 0.0], [0.0, 0.0, -0.1], [0.0, 0.3, 0.2], [-0.2, -0.1, 0.1], [0.1, -0.3, -0.3], [1.2, 1.3, 0.0], [-0.8, -1.0, 0.1], [0.2, 1.3, -0.4], [0.8, -0.4, 0.2], [-0.3, -0.2, 0.1], [-0.2, -0.1, 0.1], [0.2, -0.1, -0.4], [-0.2, 0.2, 0.4], [0.0, -0.3, 0.1], [-0.1, 0.0, 0.4], [-0.1, 0.4, 0.1], [-0.5, -0.2, 0.3], [-0.4, -0.3, -0.4], [0.0, 0.5, -0.9], [-0.6, 0.7, 0.4], [0.9, -0.7, -0.1], [-0.4, -0.8, -0.3], [0.3, 0.2, -0.2], [-1.2, 1.0, 0.4], [0.2, -0.1, 0.4], [0.1, -0.4, -0.2], [0.3, 0.2, -0.3], [-0.2, -0.2, 0.3], [0.1, -0.1, 0.0], [-0.1, 0.0, 0.0], [0.1, 0.3, 0.4], [0.5, -0.6, 0.0]],
  "energy_ev": -181245.4065,
  "de_lowest_kcal_mol": 30.0,
  "homo_ha": -0.407,
  "orbital_gap_ev": 11.370,
  "smiles": "CCOC(=O)C(F)(F)F.CCOC(=O)C(F)(F)F.CCOC(=O)C(F)(F)F.CCOC(=O)C(F)(F)F.CCOC(=O)C(F)(F)F.CCOC(=O)C(F)(F)F.CCOC(=O)C(F)(F)F.CCOC(=O)C(F)(F)F.CCOC(=O)C(F)(F)F.CCOC(=O)C(F)(F)F.CCOC(=O)C(F)(F)F"
}